Model w:
{"formula": "C42H42O14", "method": "the ωB97M-V functional and the def2-TZVPD basis", "e_lumo_ev": 0.4151, "smiles": "Oc1ccc(O)cc1.Oc1ccc(O)cc1.Oc1ccc(O)cc1.Oc1ccc(O)cc1.Oc1ccc(O)cc1.Oc1ccc(O)cc1.Oc1ccc(O)cc1", "elements": ["O", "C", "C", "C", "C", "O", "C", "C", "H", "H", "H", "H", "H", "H", "O", "C", "C", "C", "C", "O", "C", "C", "H", "H", "H", "H", "H", "H", "O", "C", "C", "C", "C", "O", "C", "C", "H", "H", "H", "H", "H", "H", "O", "C", "C", "C", "C", "O", "C", "C", "H", "H", "H", "H", "H", "H", "O", "C", "C", "C", "C", "O", "C", "C", "H", "H", "H", "H", "H", "H", "O", "C", "C", "C", "C", "O", "C", "C", "H", "H", "H", "H", "H", "H", "O", "C", "C", "C", "C", "O", "C", "C", "H", "H", "H", "H", "H", "H"], "positions_angstrom": [[13.8282, 12.5053, 8.7088], [14.7665, 11.5114, 8.7653], [14.2944, 10.2139, 8.7020], [15.1611, 9.1549, 8.9744], [16.5425, 9.4004, 9.2637], [17.4599, 8.3890, 9.5187], [17.0141, 10.6981, 9.2446], [16.1084, 11.7068, 9.0072], [14.2154, 13.3913, 8.6043], [13.2679, 10.0735, 8.4758], [14.7948, 8.1510, 8.8325], [17.0052, 7.5498, 9.6110], [18.0481, 10.8924, 9.5325], [16.4813, 12.7444, 8.9910], [12.0646, 16.5402, 18.5716], [11.7587, 16.7155, 17.1976], [12.7582, 16.9851, 16.2713], [12.3493, 17.2113, 14.9868], [11.0540, 17.0846, 14.6012], [10.6881, 17.4644, 13.3009], [10.0727, 16.6733, 15.4787], [10.4423, 16.5604, 16.7985], [12.4206, 17.3589, 18.9493], [13.7200, 17.0353, 16.6397], [13.1914, 17.6256, 14.3595], [11.5380, 17.5337, 12.8558], [9.0600, 16.6763, 15.0919], [9.6749, 16.3915, 17.5547], [9.5174, 11.9850, 11.3660], [8.8379, 10.9228, 10.8037], [9.4356, 9.8791, 10.0444], [8.7163, 8.7945, 9.5903], [7.3839, 8.7464, 9.8055], [6.6564, 7.6520, 9.3061], [6.7413, 9.7577, 10.4713], [7.4220, 10.8679, 10.9880], [10.4466, 11.8263, 11.1638], [10.5495, 9.8826, 9.8404], [9.1705, 8.1053, 8.9406], [5.7532, 7.9683, 9.3285], [5.6851, 9.7338, 10.5771], [6.9270, 11.7856, 11.3592], [18.9375, 14.1933, 10.2866], [17.7835, 14.8089, 9.9821], [17.3367, 15.1110, 8.6769], [16.1000, 15.6689, 8.4522], [15.2852, 16.1166, 9.4552], [14.0300, 16.5997, 9.2810], [15.7601, 15.8613, 10.7393], [16.9039, 15.1770, 11.0118], [19.6265, 14.3275, 9.6207], [17.9523, 14.9332, 7.8187], [15.7703, 15.7799, 7.4325], [13.9427, 17.1056, 8.4665], [15.0534, 15.9017, 11.5412], [17.2292, 14.9889, 12.0628], [16.7777, 10.9579, 20.6792], [16.0950, 11.7828, 19.9092], [16.8916, 12.4156, 18.9665], [16.2580, 13.3409, 18.1924], [14.9303, 13.6984, 18.2964], [14.5083, 14.7417, 17.5000], [14.1665, 12.9634, 19.1987], [14.7480, 12.0147, 20.0576], [16.3185, 10.6933, 21.4221], [17.9895, 12.2783, 18.9334], [16.9099, 13.9993, 17.5751], [13.7478, 15.1079, 18.0029], [13.1224, 13.2705, 19.2762], [14.0549, 11.5557, 20.7689], [17.9576, 12.2748, 15.1756], [17.2421, 11.1359, 15.4833], [15.8659, 11.2507, 15.7711], [15.2293, 10.0195, 16.2479], [15.8900, 8.8255, 16.3724], [15.1299, 7.7163, 16.7850], [17.2498, 8.7951, 16.0967], [17.8977, 9.9257, 15.5246], [17.2702, 12.9159, 15.1141], [15.2608, 12.1858, 15.7940], [14.1388, 10.0885, 16.3475], [15.7268, 7.0941, 17.2110], [17.8195, 7.8436, 16.3755], [19.0075, 9.9109, 15.4049], [15.9776, 14.4715, 14.9936], [15.0226, 14.0483, 14.0377], [13.6795, 14.3119, 14.0967], [12.8276, 13.8235, 13.0862], [13.2853, 12.9593, 12.0778], [12.4455, 12.3607, 11.1623], [14.6182, 12.6204, 12.1316], [15.4476, 13.1509, 13.0689], [15.5302, 14.9489, 15.7565], [13.2458, 14.8269, 15.0108], [11.7812, 13.9796, 13.2140], [12.7838, 12.5028, 10.2758], [14.9679, 11.7991, 11.5496], [16.4820, 12.9542, 13.1018]], "lowdin_charge": [0.028, -0.339, -0.012, 0.005, -0.290, 0.036, -0.010, -0.028, 0.116, 0.108, 0.107, 0.096, 0.128, 0.105, -0.004, -0.294, -0.046, -0.059, -0.312, 0.040, 0.003, -0.009, 0.113, 0.096, 0.152, 0.090, 0.129, 0.126, 0.032, -0.288, -0.014, -0.042, -0.331, 0.029, -0.038, 0.003, 0.055, 0.126, 0.108, 0.082, 0.102, 0.124, 0.062, -0.336, -0.040, -0.061, -0.344, 0.055, -0.014, -0.013, 0.120, 0.112, 0.117, 0.111, 0.111, 0.135, 0.094, -0.364, 0.006, -0.051, -0.322, -0.001, -0.010, -0.005, 0.071, 0.145, 0.136, 0.089, 0.118, 0.122, 0.036, -0.335, 0.015, 0.002, -0.341, 0.016, -0.026, -0.017, 0.020, 0.111, 0.120, 0.089, 0.132, 0.129, -0.016, -0.311, -0.016, 0.021, -0.280, 0.024, -0.002, -0.048, 0.102, 0.117, 0.109, 0.063, 0.117, 0.107]}

Model x:
{"formula": "C42H42O14", "method": "the ωB97M-V functional and the def2-TZVPD basis", "e_lumo_ev": 0.2107, "smiles": "Oc1ccc(O)cc1.Oc1ccc(O)cc1.Oc1ccc(O)cc1.Oc1ccc(O)cc1.Oc1ccc(O)cc1.Oc1ccc(O)cc1.Oc1ccc(O)cc1", "elements": ["O", "C", "C", "C", "C", "O", "C", "C", "H", "H", "H", "H", "H", "H", "O", "C", "C", "C", "C", "O", "C", "C", "H", "H", "H", "H", "H", "H", "O", "C", "C", "C", "C", "O", "C", "C", "H", "H", "H", "H", "H", "H", "O", "C", "C", "C", "C", "O", "C", "C", "H", "H", "H", "H", "H", "H", "O", "C", "C", "C", "C", "O", "C", "C", "H", "H", "H", "H", "H", "H", "O", "C", "C", "C", "C", "O", "C", "C", "H", "H", "H", "H", "H", "H", "O", "C", "C", "C", "C", "O", "C", "C", "H", "H", "H", "H", "H", "H"], "positions_angstrom": [[6.2213, -1.8345, 2.7362], [5.2436, -2.6942, 2.6080], [5.6179, -4.1836, 2.7866], [4.4681, -5.1060, 2.5332], [3.2094, -4.6182, 2.3883], [2.1349, -5.3397, 2.1273], [2.9847, -3.1834, 2.4543], [3.9801, -2.2605, 2.5763], [5.8892, -1.0995, 2.7614], [6.6640, -4.5471, 3.0505], [4.7008, -6.1250, 2.6146], [2.4482, -6.2396, 2.0120], [2.0440, -2.8071, 2.3588], [3.7073, -1.2536, 2.3521], [-1.3931, -0.9531, -6.7149], [-0.4133, -1.8812, -6.3941], [0.4129, -2.3748, -7.4555], [1.5446, -3.4305, -7.1149], [1.5217, -4.0150, -5.8316], [2.4889, -4.9004, -5.5494], [0.5740, -3.6093, -4.9450], [-0.3519, -2.4683, -5.1519], [-1.1994, -0.4982, -7.5417], [0.4147, -1.9455, -8.4651], [2.2474, -3.9337, -7.8203], [2.4688, -5.0033, -4.6831], [0.6665, -4.1024, -3.9801], [-1.1311, -2.1437, -4.5304], [0.1302, -0.7369, -1.5353], [0.5507, 0.2338, -0.7124], [1.7076, 0.2403, -0.0493], [2.2533, 1.6000, 0.4522], [1.3626, 2.5912, 0.4633], [1.7982, 3.9087, 0.8133], [0.0455, 2.5439, -0.1314], [-0.2512, 1.3880, -0.7717], [-0.3528, -0.5590, -2.3466], [2.4285, -0.6554, 0.0420], [3.2455, 1.5226, 0.9921], [1.1352, 4.5820, 0.7718], [-0.7126, 3.3453, 0.1008], [-1.1605, 1.3321, -1.3019], [-0.7676, 5.2271, 3.0194], [-1.9829, 4.8996, 2.4109], [-2.4189, 3.5583, 2.4982], [-3.8860, 3.2752, 1.8479], [-4.5987, 4.2987, 1.3178], [-5.7906, 4.1491, 0.7826], [-3.9939, 5.5553, 1.1243], [-2.7958, 5.8491, 1.7625], [-0.5683, 6.3095, 2.8364], [-1.7560, 2.7528, 2.8870], [-4.2642, 2.3036, 1.8996], [-6.1944, 3.2983, 1.0438], [-4.6201, 6.2388, 0.6238], [-2.5278, 6.7953, 1.7171], [-4.7267, -1.4696, 4.7711], [-3.8590, -1.7573, 3.7210], [-3.2781, -2.9830, 3.5515], [-2.1791, -3.2429, 2.6340], [-1.7882, -2.1235, 1.8743], [-0.8255, -2.2488, 0.9448], [-2.4657, -0.9040, 1.8918], [-3.4669, -0.7026, 2.8698], [-4.7095, -1.9701, 5.5992], [-3.5109, -3.6794, 4.1765], [-1.9259, -4.2253, 2.6254], [-0.2974, -1.6114, 0.4728], [-2.0683, 0.0140, 1.1969], [-3.9204, 0.3839, 3.0122], [5.8103, 4.4713, -0.4652], [5.7284, 3.7048, 0.6254], [5.0929, 4.0633, 1.8295], [4.8141, 3.0479, 2.9545], [5.4225, 1.7520, 2.7785], [5.2843, 0.8382, 3.7623], [6.1565, 1.3668, 1.6089], [6.2572, 2.2973, 0.5979], [6.3421, 4.2647, -1.0079], [4.6917, 5.0121, 1.9363], [4.2408, 3.3284, 3.7953], [4.4113, 0.9374, 4.2663], [6.6485, 0.5078, 1.5332], [6.7259, 2.1267, -0.2796], [-7.6232, -0.1658, -1.1948], [-6.4424, -0.2946, -1.8235], [-6.4134, -0.1590, -3.2604], [-4.9913, -0.3785, -3.9390], [-3.8981, -0.5009, -3.2008], [-2.6405, -0.3180, -3.6966], [-4.0122, -0.4976, -1.7437], [-5.2992, -0.4606, -1.0955], [-7.5755, 0.1706, -0.2452], [-7.0896, -0.0100, -3.9005], [-4.8481, -0.4429, -5.2384], [-2.5618, -0.2572, -4.5633], [-3.0689, -0.5770, -1.1542], [-5.3200, -0.6030, 0.0397]], "lowdin_charge": [0.140, -0.309, 0.077, -0.034, -0.365, 0.069, 0.017, -0.052, -0.094, 0.114, 0.082, 0.107, 0.077, 0.109, 0.017, -0.347, 0.045, 0.057, -0.398, 0.109, 0.010, 0.018, 0.102, 0.090, 0.113, 0.023, 0.114, 0.077, 0.035, -0.412, 0.026, 0.032, -0.287, 0.004, 0.005, -0.035, 0.100, 0.138, 0.112, 0.063, 0.130, 0.102, -0.045, -0.360, 0.060, 0.045, -0.416, 0.069, 0.015, -0.025, 0.209, 0.108, 0.048, 0.127, 0.108, 0.057, 0.012, -0.326, -0.005, 0.060, -0.338, 0.037, -0.031, -0.026, 0.108, 0.049, 0.078, 0.060, 0.159, 0.133, 0.174, -0.266, 0.027, 0.044, -0.337, 0.004, -0.005, 0.021, -0.066, 0.072, 0.083, 0.160, 0.064, 0.069, 0.021, -0.376, 0.093, 0.011, -0.372, 0.058, 0.031, -0.032, 0.142, 0.005, 0.190, -0.007, 0.101, 0.132]}

Stability, descending: model w, model x

Model w:
{"formula": "C5H8N2O2S", "method": "the ωB97M-V functional and the def2-TZVPD basis", "e_lumo_ev": 0.5477, "smiles": "CCS(=O)(=O)n1ccnc1", "elements": ["C", "C", "S", "O", "O", "N", "C", "C", "N", "C", "H", "H", "H", "H", "H", "H", "H", "H"], "positions_angstrom": [[1.0509, 1.2858, 2.2616], [0.4729, 0.1800, 1.4725], [0.0775, 1.0027, -0.0877], [1.2974, 1.4873, -0.6637], [-1.0475, 1.9116, 0.0316], [-0.4609, -0.3211, -0.9551], [-0.2119, -0.5332, -2.2462], [-0.7871, -1.7015, -2.6274], [-1.5160, -2.1069, -1.5874], [-1.3819, -1.2670, -0.5987], [1.8460, 0.8652, 2.8815], [1.5305, 2.2023, 1.7895], [0.2570, 1.5640, 2.8701], [-0.4651, -0.2385, 1.8527], [1.1045, -0.7570, 1.3977], [0.5563, 0.0375, -2.7822], [-0.8001, -2.3137, -3.4865], [-1.5226, -1.2975, 0.4778]], "nbo_charge": [-0.657, -0.648, 2.307, -0.912, -0.900, -0.618, -0.065, -0.094, -0.427, 0.158, 0.229, 0.258, 0.226, 0.235, 0.258, 0.236, 0.222, 0.193]}

Model x:
{"formula": "C5H8N2O2S", "method": "the ωB97M-V functional and the def2-TZVPD basis", "e_lumo_ev": 0.3559, "elements": ["C", "C", "C", "C", "C", "N", "N", "O", "O", "S", "H", "H", "H", "H", "H", "H", "H", "H"], "positions_angstrom": [[-3.2955, -1.5357, 0.2574], [-0.9687, -1.1573, -0.2387], [-2.2447, -0.6737, -0.0846], [1.4109, -1.0956, -0.4497], [0.1486, 1.0213, -0.2470], [-4.0429, -2.2375, 0.7753], [0.1675, -0.4730, -0.2701], [-3.0953, 1.4590, 1.3310], [-4.1663, 0.9182, -0.9762], [-2.8590, 1.0501, -0.2955], [-0.8421, -2.2816, -0.3251], [1.9515, -0.9790, -1.5412], [2.1772, -0.5789, 0.1931], [1.2363, -2.1539, -0.3304], [-0.5984, 1.1706, 0.5185], [1.1725, 1.2595, 0.0453], [-0.0999, 1.3717, -1.2126], [-4.0595, 1.7082, 1.5876]], "nbo_charge": [0.258, 0.147, -0.559, -0.390, -0.402, -0.317, -0.373, -0.927, -0.917, 1.493, 0.226, 0.183, 0.208, 0.215, 0.217, 0.208, 0.212, 0.518]}

Stability, descending: model w, model x